Record 1
Entry from OMol25: a 11-piece molecular cluster, C22H69N3O11 overall in a non-equilibrium geometry (ωB97M-V/def2-TZVPD).

As for the SMILES: COC[C@H](C)N.COC[C@H](C)N.COC[C@H](C)N.CCO.CCO.CCO.CCO.CCO.O.O.O. As for the HOMO energy: -0.3421 Ha. The energy above the lowest of the compared OMol25 structures with the same formula, charge and spin comes out at 0.000 eV. Its net charge is 0. As for the HOMO-LUMO gap: 0.3626 Ha.

```
105
Properties=species:S:1:pos:R:3:forces:R:3
C 8.65223 10.48506 18.77685 0.7 0.5 -0.7
O 9.16605 9.31784 19.39511 -0.8 1.7 1.1
C 9.88006 8.46982 18.59408 0.4 -1.3 0.3
C 8.96032 7.67395 17.69259 -0.6 1.0 0.3
C 7.72260 7.03872 18.37594 0.6 1.3 0.1
N 9.67132 6.64554 17.05059 1.0 -1.7 -1.0
H 9.37184 10.91230 18.07847 0.3 -0.3 -0.4
H 8.57623 11.32305 19.46974 -0.5 -0.4 0.5
H 7.72502 10.32325 18.22712 -0.2 -0.1 0.2
H 10.67015 8.99518 18.05756 0.0 0.2 -0.5
H 10.41049 7.79908 19.26999 -0.2 -0.3 0.1
H 8.70985 8.42586 16.94426 -1.1 0.2 -0.2
H 7.07854 7.82023 18.77908 -0.2 0.1 -0.2
H 7.99622 6.45486 19.25477 0.2 -0.4 -0.3
H 7.16562 6.47548 17.62719 0.0 -0.2 0.2
H 9.04051 6.22645 16.38236 0.0 -0.5 -0.1
H 10.41504 7.00427 16.46896 0.3 0.2 0.1
C 9.76849 7.12726 23.85120 -0.2 -0.9 -1.1
O 9.60324 5.72634 23.33894 1.4 0.7 1.6
C 10.89970 5.04881 23.22459 -0.9 0.0 -0.8
C 10.73343 3.60360 22.67468 0.1 -1.3 -0.4
C 11.98968 2.93254 22.19335 2.4 1.1 0.9
N 9.90636 3.46917 21.46288 -1.0 1.7 0.9
H 8.81001 7.55686 24.14251 -0.1 -0.5 -0.2
H 10.14026 7.72831 23.02136 0.1 0.1 0.0
H 10.44544 7.23518 24.69867 0.1 -0.5 0.0
H 11.46414 5.63459 22.49908 0.3 0.0 -0.2
H 11.47349 5.10301 24.14975 -0.3 -0.2 0.3
H 10.29947 2.88539 23.37035 -0.3 0.6 0.6
H 12.45558 3.62889 21.49612 -0.2 -0.3 -1.0
H 11.89199 1.91153 21.82443 -0.4 0.4 -0.2
H 12.82453 2.92836 22.89413 -0.2 -0.3 0.8
H 10.31171 4.08849 20.77570 0.6 -0.1 -0.7
H 9.14678 4.08270 21.72120 -1.3 -0.3 -0.3
C 4.24368 10.58659 25.35400 -0.2 1.0 1.4
O 3.63856 10.81263 24.15039 -1.2 -0.4 -2.6
C 4.45734 10.63245 22.98274 -0.3 0.2 0.6
C 3.83998 11.16030 21.69797 0.0 2.2 0.0
C 3.46001 12.66750 21.75355 1.9 0.6 0.3
N 2.74528 10.45702 21.16855 -2.2 -2.0 0.0
H 3.48800 10.66851 26.13524 -0.3 0.1 -0.1
H 4.86802 11.47047 25.48465 1.0 -0.5 0.7
H 4.66846 9.60047 25.54171 0.6 0.0 -0.5
H 5.39213 11.18858 23.05347 0.2 0.1 0.4
H 4.71472 9.57746 22.88861 0.0 -0.2 -0.2
H 4.68127 11.08155 21.00938 0.1 -0.1 -0.3
H 2.95687 13.13016 20.90448 -0.6 -0.9 -0.2
H 4.42129 13.16561 21.62738 0.3 0.5 0.7
H 2.97000 13.01132 22.66447 0.1 -0.3 0.1
H 2.11169 10.21168 21.91586 0.1 -0.6 0.6
H 2.10654 11.06782 20.67965 0.4 0.3 -0.6
C 8.64193 11.11270 26.18572 -0.3 0.8 0.3
C 7.79076 10.57379 25.04507 0.8 -0.4 1.0
O 8.64708 10.08774 24.03122 0.4 0.3 0.6
H 8.01278 11.56969 26.94955 -0.3 0.2 -0.1
H 9.32114 11.90321 25.86658 0.2 -0.1 -0.1
H 9.16423 10.34875 26.76164 0.3 -0.2 -0.5
H 7.09516 11.30850 24.63957 0.0 0.1 0.2
H 7.26095 9.75364 25.52959 -0.6 -0.2 -0.4
H 8.11814 9.85988 23.26317 -0.2 -0.2 -0.8
C 11.99456 10.68105 23.43696 0.9 -0.8 0.4
C 11.69134 12.15454 23.34154 0.7 -1.2 -0.1
O 10.34218 12.20435 22.95114 -0.3 1.4 -0.4
H 11.44680 10.17805 24.23386 -0.2 0.1 0.0
H 13.04800 10.43728 23.57461 0.2 0.2 0.2
H 11.73434 10.19800 22.49513 -0.2 0.1 0.0
H 12.36778 12.53375 22.57555 -0.6 0.4 -0.4
H 11.90863 12.74464 24.23186 -0.2 -0.1 0.3
H 9.80918 11.65262 23.52829 -0.2 -0.5 0.1
C 6.09439 15.24571 18.60780 0.7 -1.4 0.6
C 7.13867 14.16371 18.15851 -1.3 0.1 -0.6
O 8.14037 14.05905 19.11505 0.8 -0.4 0.9
H 5.04265 15.16925 18.33196 0.3 0.2 -1.3
H 6.56145 16.22782 18.53423 -0.5 0.1 0.0
H 5.94457 14.97461 19.65286 0.5 0.4 0.5
H 7.61881 14.27715 17.18655 -0.4 0.6 -0.3
H 6.68827 13.17317 18.09483 -0.3 0.0 0.2
H 8.63885 14.87603 19.19029 0.0 0.1 0.1
C 3.44387 10.21985 17.80296 1.4 -1.9 1.3
C 3.75442 11.64931 18.23409 -1.4 -0.9 -0.8
O 3.68972 12.33513 17.01535 0.4 1.9 -0.9
H 2.93231 10.05698 16.85434 -0.5 0.7 0.4
H 3.05192 9.61192 18.61837 -0.7 0.2 0.0
H 4.35304 9.64332 17.63234 0.6 0.3 -0.2
H 4.71040 11.83918 18.72210 0.1 -0.4 -0.1
H 2.96811 12.00342 18.90074 0.1 0.1 0.2
H 2.89174 12.86814 16.98842 0.1 0.0 -0.1
C 5.57777 6.82785 23.62807 -0.8 0.3 -1.0
C 5.95547 6.00854 22.36200 1.9 -0.8 1.8
O 7.35269 6.24284 22.09027 -1.0 0.7 -1.5
H 6.10929 7.77939 23.64093 0.2 0.0 -0.2
H 5.76532 6.36369 24.59630 0.2 -0.4 -0.3
H 4.51928 7.08488 23.58752 -0.2 0.0 0.2
H 5.37402 6.10721 21.44533 0.0 0.8 0.2
H 5.88700 4.94397 22.58583 -0.4 -0.2 0.2
H 7.96902 5.77864 22.66145 0.0 -0.3 0.4
O 7.51407 9.66040 21.60049 -0.6 0.4 0.4
H 7.14686 8.87364 21.19749 0.1 -0.5 0.0
H 8.11181 10.01148 20.94043 0.3 -0.1 0.0
O 10.64261 13.76486 20.81977 0.4 0.7 -0.7
H 10.37673 13.29580 21.61067 -0.3 -0.4 0.5
H 10.20780 13.29791 20.10623 -0.2 -0.1 -0.2
O 12.62683 7.25484 20.61931 0.3 0.1 0.2
H 11.96549 7.66378 20.06107 -0.1 0.1 -0.1
H 12.39385 6.32646 20.62672 0.0 -0.3 -0.1
```
Forces are in eV/Å.

---

Record 2
Entry from OMol25: one molecule with the formula C5H5NOS2 in a non-equilibrium geometry (ωB97M-V/def2-TZVPD).

As for the HOMO energy (alpha / beta): -0.3220 / -0.3222 Ha. The energy above the lowest of the compared OMol25 structures with the same formula, charge and spin comes out at 3.325 eV. Its net charge is 0. As for the HOMO-LUMO gap (alpha / beta): 0.2493 / 0.2496 Ha.

```
14
Properties=species:S:1:pos:R:3:forces:R:3
C -2.07008 0.30433 -0.36443 -1.6 2.0 -0.9
C 1.38834 -0.23757 -0.24058 4.4 1.8 2.4
C 0.61462 -0.80318 -1.20010 -2.3 2.9 -3.6
C 0.96424 -0.58437 1.17304 -1.2 3.6 -0.9
C -1.18369 -0.68876 0.13103 1.8 0.1 -2.1
N -2.78747 1.15867 -0.69536 1.0 -1.3 0.3
O -0.46472 -0.18976 1.11936 0.7 0.5 2.5
S 2.78378 0.71182 -0.38219 -1.9 -1.1 -0.1
S -1.94370 -2.29677 0.28458 0.2 -0.4 0.1
H 0.72767 -0.34844 -2.27706 -0.6 -1.0 2.2
H 0.47330 -1.80153 -1.15125 -0.3 -3.2 0.0
H 0.89204 -1.56553 1.36518 0.6 -3.9 0.6
H 1.52796 -0.04491 1.96235 -0.9 -0.1 -0.6
H -2.49418 -2.31959 -0.95100 0.2 0.2 0.3
```
Forces are in eV/Å.

---

Record 3
Entry from OMol25: a 3-piece molecular cluster, C2H10NO3 overall (ωB97M-V/def2-TZVPD).

As for the HOMO energy: -0.1460 Ha. The energy above the lowest of the compared OMol25 structures with the same formula, charge and spin comes out at 0.146 eV. Its net charge is -1. As for the HOMO-LUMO gap: 0.2999 Ha.

```
16
Properties=species:S:1:pos:R:3:forces:R:3
C -2.06247 0.60720 0.35650 0.3 0.3 0.1
N -0.89763 1.45453 0.09036 -0.2 -0.3 -0.7
C 0.21616 0.68917 -0.54546 0.2 -0.2 0.5
O 0.77841 -0.25778 0.27102 0.2 0.2 -0.2
H -1.77125 -0.42924 0.51378 0.0 -0.3 0.1
H -2.55366 0.95412 1.27027 -0.2 0.0 -0.2
H -2.76993 0.64317 -0.48057 0.0 0.1 0.1
H -0.51580 1.77186 0.96783 0.1 0.0 0.2
H -0.15614 0.23121 -1.48514 -0.3 0.2 0.0
H 0.92709 1.47807 -0.84638 0.1 -0.1 0.0
H -0.96930 -2.50470 -0.58516 0.1 -0.1 0.1
H 0.26402 -1.82566 0.05464 -0.3 -0.3 0.1
O -0.19955 -2.73495 -0.05118 0.2 0.6 -0.2
H 2.43877 0.11483 0.23456 0.5 0.1 -0.4
H 3.84717 -0.51756 0.20700 0.0 0.0 0.0
O 3.42414 0.32574 0.02793 -0.8 -0.2 0.4
```
Forces are in eV/Å.

---

Record 4
Entry from OMol25: one molecule with the formula C4H7FN2 in a non-equilibrium geometry (ωB97M-V/def2-TZVPD).

As for the HOMO energy (alpha / beta): -0.2951 / -0.2950 Ha. The energy above the lowest of the compared OMol25 structures with the same formula, charge and spin comes out at 3.968 eV. Its net charge is 0. As for the HOMO-LUMO gap (alpha / beta): 0.3208 / 0.3205 Ha.

```
14
Properties=species:S:1:pos:R:3:forces:R:3
C 1.00844 -1.78986 -0.10823 0.4 3.9 1.0
C 0.39458 -0.52964 -1.03255 4.9 -0.8 1.4
C 1.54340 0.77225 0.55157 -0.6 -4.2 -5.2
C -0.81341 0.96704 0.51975 -3.5 -2.6 1.9
N 1.74981 -1.57660 0.84148 0.1 2.0 0.2
N 0.38035 0.59755 -0.13309 1.5 -0.8 -1.0
F 2.57882 1.01441 -0.29041 0.0 -0.2 1.1
H 0.74958 -2.70811 -0.43495 -0.9 -3.2 -1.3
H 1.25532 -0.63068 -1.81677 -1.9 1.2 1.1
H -0.49726 -0.85622 -1.36407 -3.2 -0.4 -1.4
H 1.42305 1.29120 1.37830 0.5 2.6 4.0
H -1.69660 0.99764 -0.12403 0.5 0.4 -0.5
H -1.27702 0.22617 1.32540 1.5 0.6 -1.3
H -0.79945 1.85338 1.09126 0.6 1.3 0.1
```
Forces are in eV/Å.

---

net charge of number 2 (C5H5NOS2)?
0

---

Which of these has the lowest net charge?
C2H10NO3

---

Which of these has the lowest net charge?
C2H10NO3